[1]
C31H25BrI2N3O4SSeTi | the ωB97M-V functional and the def2-TZVPD basis

2S+1	2
frontier orbital gap (spin up / spin down)	6.700 / 6.745	eV
E_tot	-8480.166454	hartree
largest force on an atom	0.0138	Eh/bohr
ΔE to the lowest compared entry with this formula, charge and spin	18.9	kcal per mole

```
69
C31H25BrI2N3O4SSeTi, DFT the ωB97M-V functional and the def2-TZVPD basis
H 1.9586 -3.2040 -1.7761
C -4.6737 0.9204 -1.0761
C 3.4413 2.4013 -0.1277
C -3.4240 0.4698 -0.5658
C 0.1336 -1.1366 -3.6516
O -1.2533 2.1740 4.5343
H 3.4363 -0.6812 4.7211
C -2.6472 2.7153 -0.4646
C 1.4935 -2.2306 -1.9074
H -4.0241 4.2536 -1.1235
H 0.7793 -2.0442 -1.1080
O -1.7832 0.8245 2.5272
H -6.6466 0.3672 -1.7393
C -4.8659 2.3082 -1.2878
C 2.2083 1.7277 0.0236
O 0.1231 2.1416 2.4712
C -1.1782 -0.6471 -5.6850
Se -0.1359 0.4687 -2.7857
C -5.7074 -0.0066 -1.3486
C 0.0354 -2.7974 -5.1521
H -1.3521 -1.1443 -6.6362
C 2.1478 4.3016 -0.8418
C -3.8759 3.1902 -0.9769
C -2.3640 1.3823 -0.2792
C 0.7668 -3.2351 -4.1079
C 2.3691 -0.8154 4.5883
H 5.4985 -0.1669 0.7173
H 3.3309 -2.9612 6.0356
H -0.2432 -3.2849 -6.0688
H -1.4180 -1.2982 4.0381
I 6.5097 2.6082 -0.0281
H -5.8125 2.6485 -1.6905
N 1.0060 2.3134 -0.2192
H 2.0403 1.2205 3.9848
H 1.2513 -4.1796 -3.9377
H 4.2763 4.3040 -0.7136
H 2.2524 -1.4493 -1.8692
H -1.9005 3.4662 -0.2119
C -5.5364 -1.3420 -1.1182
C 1.5941 0.2540 4.1803
C 4.5852 0.3746 0.5122
H -6.3346 -2.0443 -1.3206
H 0.0079 3.9821 -0.8454
H 2.0743 5.3205 -1.1940
H -4.1697 -2.8694 -0.4099
H 2.0749 -4.0884 5.5109
C 4.6353 1.6879 0.1365
N -0.3466 -1.5015 -4.8615
I 3.3179 -2.2727 1.2994
C -4.3141 -1.8155 -0.6041
H -0.6787 0.3058 -5.8479
C 3.3559 -0.2853 0.6545
C -0.3582 -1.1664 4.2132
H 3.3050 -3.5315 4.3710
C -3.3158 -0.9225 -0.3524
C 0.9817 3.5567 -0.6430
H -0.0187 -3.1988 4.7853
C 0.2311 0.0679 3.9962
C 2.6721 -3.2291 5.2090
Br -1.6655 -1.5883 0.3299
Ti -0.5212 1.0388 0.7852
C 0.4343 -2.2282 4.6224
C 3.3657 3.7360 -0.5760
O 0.9861 -0.2144 0.5899
H -2.1266 -0.4536 -5.1854
C 1.8031 -2.0697 4.8111
C 2.1500 0.3629 0.4472
S -0.7655 1.4137 3.4354
N 0.8239 -2.2035 -3.1921
```

These are the Löwdin partial charges, in e, on atoms 1 to 2: 0.0795 -0.1619

***

[2]
C23H29N3O2S2 | the ωB97M-V functional and the def2-TZVPD basis

frontier orbital gap	8.560	eV
E_tot	-2004.922984	hartree
structure (SMILES)	CN1CCN(CC/C=C2\c3ccccc3Sc3ccc(S(=O)(=O)N(C)C)cc32)CC1
largest force on an atom	0.0216	Eh/bohr
ΔE to the lowest compared entry with this formula, charge and spin	56.3	kcal per mole

```
59
C23H29N3O2S2, DFT the ωB97M-V functional and the def2-TZVPD basis
C -0.9415 -0.6150 2.4874
H 4.7533 -2.9421 -0.9114
H 7.1227 -1.9328 0.5384
H -0.8071 2.2050 3.0386
H -0.9593 -2.6146 1.6117
C -1.8619 -1.5200 -0.5020
H -5.7799 -1.4421 -2.7208
S 5.3919 0.4467 -0.0721
H -5.6316 -1.8958 -0.4004
H -4.2948 -2.0077 1.6901
H 2.0085 2.0926 -3.2225
C -1.1305 2.5570 -0.2929
H -3.4253 4.7598 0.8329
C 1.1892 1.6059 -1.3104
C -4.6625 -1.3948 -0.3360
H -0.5605 -0.8865 3.4755
O 6.3178 0.6924 -1.1435
C 1.4231 1.1226 -0.0178
N -2.5145 -1.4216 0.7879
H -1.7169 -2.5754 -0.7975
N 5.1639 -1.2166 0.1659
H 6.2853 -1.1216 1.8819
C 2.7283 0.7938 0.3337
H 2.9621 0.4460 1.3268
C 6.1582 -1.7992 1.0413
H -0.8862 -1.0365 -0.4469
C -1.6806 -1.8343 1.9003
C -0.6901 2.0178 0.9147
C -1.1993 2.5538 2.0953
N -4.0141 -1.4705 -1.6309
H 5.9366 -1.8577 -1.6922
H -4.8266 -0.3454 -0.0298
C -2.7174 -0.8258 -1.5542
S -0.4362 2.0330 -1.8362
H 0.9785 -0.9365 1.5118
C 3.5121 1.3750 -1.8704
H -4.3227 -1.0160 -3.6308
H 4.2144 -1.4218 -1.6546
H 5.7988 -2.7650 1.3975
C -2.1745 3.5324 2.0693
H -1.6733 0.1832 2.5934
C 2.2252 1.7255 -2.2312
H -2.2303 -0.8968 -2.5294
H -3.6994 -3.1511 0.4534
C 3.7474 0.9178 -0.5862
C -2.1192 3.5303 -0.3244
C -3.8014 -2.0836 0.7182
H -5.0471 0.1672 -2.5175
C 0.3055 0.9386 0.9190
H -2.3231 -2.2462 2.6823
C -2.6539 4.0052 0.8573
H 4.3394 1.4593 -2.5566
C 0.1990 -0.1925 1.6277
H -2.5623 3.9284 2.9958
H -2.8146 0.2419 -1.2873
C 5.0172 -1.9015 -1.0973
O 5.6683 1.0262 1.2089
C -4.8348 -0.9023 -2.6765
H -2.4532 3.9117 -1.2773
```

These are the Löwdin partial charges, in e, on atoms 1 to 2: -0.1567 0.0934

***

[3]
BrH2NO2P | the ωB97M-V functional and the def2-TZVPD basis

frontier orbital gap (spin up / spin down)	8.166 / 8.159	eV
net charge	-1
E_tot	-3121.891209	hartree
largest force on an atom	0.0749	Eh/bohr
ΔE to the lowest compared entry with this formula, charge and spin	67.5	kcal per mole

```
7
BrH2NO2P, DFT the ωB97M-V functional and the def2-TZVPD basis
N -0.3107 -0.5597 -0.0849
H -0.1419 -0.4385 -1.1667
O 2.6001 -1.6488 -1.2208
H -0.4072 -1.5146 0.2586
O 2.7266 -1.7430 1.3556
Br 3.0796 1.0101 -0.0528
P 2.2033 -1.1064 0.1084
```

These are the Löwdin partial charges, in e, on atoms 1 to 2: -0.1515 -0.0326

***

[4]
C5H11NO | the ωB97M-V functional and the def2-TZVPD basis

frontier orbital gap	9.051	eV
E_tot	-327.043454	hartree
structure (SMILES)	C=CC/C=C/N.O
largest force on an atom	0.0173	Eh/bohr
ΔE to the lowest compared entry with this formula, charge and spin	55.2	kcal per mole

```
18
C5H11NO, DFT the ωB97M-V functional and the def2-TZVPD basis
N 1.4797 -0.9299 0.3836
H 0.3739 1.4002 1.0432
C -0.0892 0.9261 0.1846
H -3.1353 0.9112 1.8529
H 1.3763 -1.9148 0.1902
C -1.4562 1.4786 -0.2161
C 0.3952 -0.2368 -0.2064
C -3.2375 0.2574 0.9953
C -2.5361 0.4250 -0.1141
H -1.6670 2.2784 0.4877
H 4.5743 -0.7216 -1.0465
O 4.3992 -1.6466 -0.8143
H -2.6727 -0.2383 -0.9542
H 2.3967 -0.6353 0.0846
H 5.2671 -2.0063 -0.5967
H -0.0803 -0.6884 -1.0796
H -1.4321 1.8948 -1.2214
H -3.9563 -0.5538 1.0270
```

These are the Löwdin partial charges, in e, on atoms 1 to 2: 0.0279 0.0998

***

[5]
C23H32BeN4O6PS | the ωB97M-V functional and the def2-TZVPD basis

frontier orbital gap	7.165	eV
net charge	-1
E_tot	-2320.758083	hartree
largest force on an atom	0.0195	Eh/bohr

```
68
C23H32BeN4O6PS, DFT the ωB97M-V functional and the def2-TZVPD basis
H 6.3517 6.3253 -0.4200
C 5.9359 2.4963 -0.4686
O -0.7297 -1.0281 0.2045
C 0.3237 -3.5648 -1.7523
N 3.5639 2.7202 -0.2212
C -3.0329 0.6807 -1.5899
C -2.3276 -5.0452 1.4569
H 2.4249 -3.4278 -1.3025
H -4.9809 0.1438 -0.8540
C 7.1972 3.0590 -0.5668
P -1.2020 -2.4750 0.1857
H -3.1391 2.4655 1.1540
N -0.8113 3.1916 0.4290
C 6.2364 5.2474 -0.4308
H -5.1110 6.2620 0.7963
H -3.6725 -1.0062 -0.4915
H -0.4717 -4.6853 -3.4155
C -4.2684 4.3013 1.0213
C -1.9201 4.0924 0.5327
H -3.1124 -3.3594 3.4383
H 4.0857 5.3227 -0.2487
H -2.3182 -4.7525 4.2132
H 8.3507 4.8753 -0.6045
C -0.1016 -4.8231 2.5857
H 5.8040 1.4191 -0.4929
C -3.9410 0.0538 -0.5507
H 8.0610 2.4107 -0.6633
S 1.1991 1.0808 -0.0198
H -2.5450 -5.9671 2.0011
C -0.6623 -4.5700 -2.3452
C -3.0118 6.2252 0.3179
H -0.2458 -5.7967 3.0599
O -3.4059 0.8561 -2.7303
H 1.7637 -5.0714 -1.2044
C 4.8080 3.3135 -0.3383
O 0.0336 -3.3521 -0.3455
O -1.8214 0.9905 -1.1755
C -3.1205 3.5257 0.9335
H -3.7821 0.4967 0.4331
H 0.9168 -1.4989 -2.0574
C 0.2737 -2.2481 -2.5260
H -2.9726 7.2785 0.0675
C 4.9666 4.7009 -0.3317
C -1.8677 5.4514 0.2201
H 0.6111 -2.4149 -3.5501
O -1.1761 -2.8623 1.7318
H -5.2059 3.8462 1.3168
O -2.4595 -2.7862 -0.5149
H -0.5505 -5.5444 -1.8607
H -1.5415 -3.1493 4.2275
N 0.2450 3.7204 0.1078
H 0.4295 -4.9557 1.6414
H 2.0477 -4.3252 -2.7931
H 0.5092 -4.1936 3.2369
C 7.3613 4.4394 -0.5413
H -1.6829 -4.2166 -2.1993
C 1.3308 2.8340 -0.0100
H -1.8247 -5.2942 0.5200
C 1.7321 -4.1343 -1.7654
H 3.4696 1.7133 -0.2442
H -0.7461 -1.8537 -2.5582
N 2.4532 3.4582 -0.1089
C -2.1512 -3.8381 3.6391
H -0.9257 5.8709 -0.1048
C -1.4467 -4.1529 2.3277
H -3.2598 -4.5404 1.2046
Be -0.7234 0.4111 -0.3267
C -4.2166 5.6535 0.7205
```

These are the Löwdin partial charges, in e, on atoms 1 to 2: 0.0957 -0.0425

***

[6]
C6H12 | the ωB97M-V functional and the def2-TZVPD basis

frontier orbital gap	10.719	eV
E_tot	-235.759887	hartree
structure (SMILES)	C[C@H]1[C@H](C)[C@H]1C
largest force on an atom	0.0729	Eh/bohr
ΔE to the lowest compared entry with this formula, charge and spin	36.6	kcal per mole

```
18
C6H12, DFT the ωB97M-V functional and the def2-TZVPD basis
H -0.6180 1.4845 -2.3311
H -0.8590 -0.8091 -1.4340
C 1.8507 -0.0776 0.4612
C -0.3326 -0.0371 -0.8576
H 2.1652 -0.1797 1.5179
C 0.4910 -0.5809 0.1709
H -2.7290 -0.1161 1.2544
H 0.9851 0.6560 -2.3852
H 1.8661 1.0115 0.2280
C -1.8045 -0.7116 1.2686
H 0.4020 -1.6585 0.3792
H -0.5978 1.0811 1.1294
C 0.2347 1.0938 -1.7669
H 2.7029 -0.5356 -0.1237
H 0.5476 1.9817 -1.1067
C -0.7404 0.0971 0.6265
H -1.9877 -1.5745 0.6663
H -1.5763 -1.1250 2.3028
```

These are the Löwdin partial charges, in e, on atoms 1 to 2: 0.0659 0.1381

***

[7]
C5H8AlO2 | the ωB97M-V functional and the def2-TZVPD basis

2S+1	2
frontier orbital gap (spin up / spin down)	6.910 / 5.016	eV
net charge	+2
E_tot	-587.337870	hartree
largest force on an atom	0.1077	Eh/bohr
ΔE to the lowest compared entry with this formula, charge and spin	35.2	kcal per mole

```
16
C5H8AlO2, DFT the ωB97M-V functional and the def2-TZVPD basis
C 0.8876 0.2263 3.3385
O -0.2153 0.0722 -0.3203
H -0.1024 1.2863 1.7556
H -2.0187 -1.0222 -0.9801
Al 2.3355 -1.0783 -1.2539
C -1.1633 0.3447 -2.4274
H 1.7286 -0.4119 3.6095
C -1.0891 -0.8011 -1.5118
H -2.1883 0.7239 -2.5145
O 1.4387 0.0072 1.0751
H -0.7125 0.1551 -3.4089
H -0.4303 -1.6128 -1.8380
H 0.3192 0.7063 4.1334
C 0.6570 0.5807 2.0839
H -0.4545 1.0816 -1.6168
C 1.0079 -0.2579 -0.1243
```

These are the Löwdin partial charges, in e, on atoms 1 to 2: 0.1685 -0.0602

***

[8]
C26H34B2IN2O5S3 | the ωB97M-V functional and the def2-TZVPD basis

frontier orbital gap	6.940	eV
net charge	-1
E_tot	-3039.043625	hartree
largest force on an atom	0.0360	Eh/bohr

```
73
C26H34B2IN2O5S3, DFT the ωB97M-V functional and the def2-TZVPD basis
C 2.2026 -3.7738 -1.4641
H 1.5525 -2.6811 0.2855
H 0.3590 -2.7961 -4.9054
H -3.4760 0.4855 -1.0368
B 1.8772 2.1986 3.6105
H 3.5619 3.1308 3.6854
H -0.3109 -4.0820 0.0854
H 0.1409 -1.5181 0.0731
H 0.2172 0.8929 4.0703
C 3.2017 -4.6109 -1.9484
H -1.6427 8.3084 2.7535
H -1.3612 5.8394 2.8882
C -1.2583 -2.5131 1.2714
C -3.2714 1.0469 -0.1382
C -3.8720 5.0392 2.1772
H -3.1989 7.5334 3.0220
C 2.3945 -1.2469 -2.6927
C -1.7513 6.2924 1.9757
H 2.5375 0.8145 -5.3868
C 1.0350 -2.0734 -4.4816
N -4.7639 4.8189 2.8555
H -0.8054 -2.9903 2.1386
H -2.6444 0.9707 1.8304
I 2.8643 0.6879 0.8814
H 1.7611 0.0605 4.1420
S 0.7605 -5.3921 -3.9896
C -1.5354 -2.9535 -1.2383
H 3.1884 -4.9443 -2.9728
C 0.3029 -4.2862 -2.8936
C -2.3810 7.6412 2.3077
O 0.6080 -1.1172 1.9576
H 5.1277 -4.9102 0.8327
C 3.3258 -3.7690 0.6729
N 1.1135 -3.2660 -2.2912
H 5.0203 -5.6854 -1.5197
H -2.0222 -4.2879 0.3122
H -2.5370 -2.5259 -1.2646
S -0.4182 0.6874 -1.0152
H 3.4359 0.5927 -3.0752
H -5.1493 2.2040 -0.3370
H -0.9029 6.4434 1.3069
B 0.8630 0.3089 2.0703
O 3.1260 2.4102 4.1484
C -2.7315 5.3225 1.3053
O 1.2110 3.3270 3.0967
H -2.7736 8.1241 1.4100
C -2.5142 0.3408 0.9600
C 1.5134 -2.2101 -3.1850
C 1.1952 0.8025 3.5808
H 1.1190 3.2676 2.1403
C -0.4033 -1.2759 0.9888
H -2.2350 4.3790 1.0719
C -1.2483 -3.5389 0.1412
H -4.2926 2.2443 1.3541
C 2.2791 -3.3474 -0.1421
O -0.2812 0.9813 1.5120
H -1.2792 0.0888 -1.8574
C 4.2449 -5.0405 -1.1370
H -3.0478 -0.6062 1.0154
H -0.8317 -2.1821 -1.5278
S -1.3960 -4.2499 -2.4966
H 3.3652 -3.4112 1.6913
C 2.2822 -0.0271 -4.7602
H -3.1086 5.7395 0.3701
H 1.0346 -0.8777 -6.2682
H 2.7969 -1.2971 -1.6938
H -2.2906 -2.3075 1.5551
C -4.3141 1.9863 0.3078
O -3.0530 2.4043 -0.2573
C 4.3158 -4.6127 0.1869
C 1.4192 -0.9883 -5.2658
C 2.7773 -0.1646 -3.4697
C -1.0282 0.1447 0.6694
```

These are the Löwdin partial charges, in e, on atoms 1 to 2: -0.2300 0.0859

***

[9]
H28O18PZr | the ωB97M-V functional and the def2-TZVPD basis

frontier orbital gap	6.509	eV
net charge	+1
E_tot	-1759.457710	hartree
largest force on an atom	0.1143	Eh/bohr

```
48
H28O18PZr, DFT the ωB97M-V functional and the def2-TZVPD basis
H -2.8609 -1.4857 2.6112
H -2.6944 2.4858 1.7064
H 1.6204 3.7635 1.2342
H -0.4606 -0.0230 3.4655
O -1.2128 -0.5869 3.2857
O -0.9214 -1.3914 0.5340
H 0.1323 -1.3670 -2.3228
O 1.8653 -3.6194 -0.4023
O 1.0426 0.3838 0.7297
H -2.8278 0.0260 -1.9271
O -2.2420 -2.6806 -1.0987
O 3.3036 1.6906 0.3059
H -0.3970 4.3218 -0.7242
H 3.5724 1.2717 -2.6086
H -1.9265 2.3070 0.4140
P -0.1469 -0.1905 0.0107
H -0.9410 -1.1181 2.5372
H 1.8569 -4.4514 0.0709
O 1.1120 3.0131 0.9265
H 1.8297 -0.8362 1.6986
O 0.4936 -0.1692 -1.3711
H 1.2472 -3.0657 0.0747
O 2.9324 0.8075 -2.0689
O 2.1700 -1.5086 2.2887
H -1.1429 3.4776 -1.7355
O -2.5014 2.9183 0.8746
H 0.3092 2.5583 -3.6480
O -3.2326 0.6111 -1.2868
H -2.5283 0.8192 -0.6730
H 1.9938 -1.1692 3.1663
H -0.8279 -2.5166 -2.1031
O -0.6805 1.2227 -0.1135
O -0.1999 -2.1649 -2.7341
O -0.4239 -3.3578 2.0689
H 0.8026 2.5884 1.7266
H 0.6777 1.0899 -3.6385
H 3.5106 1.8978 1.2172
H -3.0416 -2.1702 -1.2270
H 3.9467 1.0260 0.0589
O -0.3163 3.5298 -1.2557
Zr 1.1617 1.7480 -0.8477
O 0.5838 1.8505 -3.0650
H -1.6929 -2.1301 -0.5403
H -0.5216 -2.6945 1.3858
O -3.2878 -1.7649 1.8012
H 0.4683 -3.2377 2.3942
H 3.0348 -0.1123 -2.3131
H -2.6392 -1.5966 1.1177
```

These are the Löwdin partial charges, in e, on atoms 1 to 2: 0.0037 0.0503

***

[10]
C33H39GeLuN3O6S | the ωB97M-V functional and the def2-TZVPD basis

frontier orbital gap (spin up / spin down)	4.329 / 4.330	eV
net charge	-1
E_tot	-5607.350900	hartree
largest force on an atom	0.0651	Eh/bohr
ΔE to the lowest compared entry with this formula, charge and spin	0.0	kcal per mole

```
84
C33H39GeLuN3O6S, DFT the ωB97M-V functional and the def2-TZVPD basis
H 0.4330 0.3570 -5.3281
H 0.8345 2.1703 1.9067
H 2.3338 -4.4605 -3.0878
C 5.2326 0.1326 4.1250
H -3.4049 -0.9180 3.3275
H -1.3549 1.2117 3.6773
H 0.0897 -1.8215 0.6589
C -3.3760 1.8141 2.3439
H -3.5085 1.2816 3.2989
C 3.1566 -3.5526 -1.3265
H -3.5101 -1.1437 -2.6882
H 3.7997 -2.4107 0.3643
H 5.8339 0.1374 5.0257
H -3.7468 -3.4640 -2.3591
O -2.1192 1.4963 1.7993
H 5.0475 3.3103 -2.5508
C 3.8334 2.0760 -1.2864
H 3.2117 -1.9035 2.3296
C 3.1810 -2.4214 -0.5272
O -0.3746 0.6486 0.0345
C -4.6481 -0.9549 1.5439
H -1.1408 -0.9746 3.3110
Lu -2.0524 -0.0030 -0.6674
O -2.2956 -1.2177 1.6238
H -5.4989 -0.7350 2.1975
C 1.8333 3.9427 -1.7019
O -4.3143 0.1678 0.7563
C 0.3652 0.2439 1.1256
H 5.7076 2.1581 3.6113
H 0.8570 0.8951 3.1255
H 0.9783 -1.5613 2.1670
C 5.1575 1.2683 3.3286
H 4.5788 -1.8927 4.3782
H 4.3115 2.1555 1.5699
C 2.3743 -3.5707 -2.4705
C 3.6659 0.1263 1.7912
H 4.6141 1.3358 -1.1383
C 4.0795 3.1865 -2.0790
C -2.3195 -2.9523 -0.8300
N -2.6963 0.3397 -3.9371
H -3.4112 0.8605 -4.4567
H -4.4531 -3.1771 -0.7724
C -1.5705 -0.0016 -4.7840
C -3.4623 -1.4505 2.3681
H -1.0650 2.8021 2.9753
H -4.4263 2.1333 0.5108
Ge 2.2811 0.2471 0.3680
H 0.5917 2.6574 -0.5226
O -1.5063 -2.0044 -1.1075
H -4.9354 -1.7289 0.8324
C -3.7138 -2.8057 -1.4824
N -1.0974 1.7487 -2.6790
C -2.2696 1.1501 -2.7786
H 0.8028 2.0227 -3.4532
C 3.7559 -1.0069 2.6060
H 3.2657 4.9901 -2.9113
C 2.4251 -1.2934 -0.8522
H -3.5683 -2.5207 2.5847
H -4.9260 -1.1794 -1.9002
C 4.5272 -1.0054 3.7578
H -5.4441 1.5162 1.8552
H 1.1130 -0.4360 -2.3140
H -1.1327 -2.6070 2.6060
C -0.3860 0.6213 -4.6680
H -1.7881 -0.7420 -5.5456
O -2.1111 -3.9299 -0.1181
C 4.3766 1.2620 2.1826
C -1.0889 1.7285 2.7428
C -0.1592 1.5545 -3.6113
C 0.1289 -1.2181 1.5686
C 1.6689 -1.3146 -2.0190
C -1.1237 -1.5365 2.3661
H 1.0383 4.6552 -1.8839
C 1.6454 -2.4473 -2.8241
C 0.3059 1.2845 2.2651
H -3.4462 2.8906 2.5553
N -3.9443 -1.3904 -1.7893
C 2.5888 1.8868 -0.6860
C 1.5863 2.8276 -0.9123
S -3.6213 1.7468 -1.8113
H 1.0452 -2.4431 -3.7220
C -4.4715 1.4473 1.3539
C 3.0799 4.1292 -2.2804
H 3.7464 -4.4217 -1.0571
```

These are the Löwdin partial charges, in e, on atoms 1 to 2: 0.0852 0.1004